DFT (wB97M-V/def2-TZVPD) results for 2 unconnected molecules or ions with the total composition C4H5N3O in a non-equilibrium geometry.

Structure (XYZ):
```
13
Properties=species:S:1:pos:R:3:forces:R:3:lowdin_charge:R:1
C 0.721447 0.822149 -0.087564 4.432 -0.247 1.164 -0.371
C -2.338136 -1.023490 0.159116 5.626 1.071 -2.089 0.020
C 2.130260 0.208118 0.051985 2.692 -3.409 -0.715 -0.090
C 3.066089 -0.677376 -0.039325 -4.284 5.086 -0.066 0.081
H -1.426711 1.559486 0.062762 2.955 2.600 -1.389 0.166
H 0.577837 -1.287078 0.784516 -1.337 1.662 -3.240 0.298
H -1.874921 -2.091793 0.222064 -1.908 1.422 0.321 0.107
H -3.271057 -0.494919 0.012321 -0.609 -1.117 0.667 0.069
H 4.006657 -1.045829 -0.429905 -0.442 -0.096 0.557 0.024
N 0.578174 2.124087 0.171855 -1.112 -5.059 -1.825 0.037
N -0.073070 -0.367287 -0.523260 -0.284 -0.393 4.906 0.033
N -1.389757 -0.157339 -0.195535 -2.266 -0.634 0.246 -0.192
O -0.706809 2.431275 -0.189035 -3.461 -0.885 1.463 -0.180
```
Positions in Å, forces in eV/Å.

Computed properties:
- E_HOMO: -9.04 eV
- Energy relative to the best compared isomer or geometry (same formula, charge and spin): 11.830 eV
- Lowest unoccupied orbital energy: -1.5 eV
- Frontier orbital gap: 7.6 eV